The molecule C4H9NO, computed with ωB97M-V/def2-TZVPD.

```
15
Properties=species:S:1:pos:R:3:lowdin_charge:R:1
C 1.6416 0.4871 -1.0618 -0.057
C 0.4969 -0.3961 -0.5867 -0.424
O 1.0289 -1.5024 0.1037 -0.044
C -0.4755 0.3920 0.3062 -0.265
C -1.8826 -0.0294 0.4813 -0.128
N -0.8944 -0.3100 1.5176 0.007
H 2.3451 -0.0999 -1.6591 0.080
H 1.2738 1.3188 -1.6745 0.081
H 2.1827 0.8929 -0.1998 0.085
H -0.0625 -0.7547 -1.4668 0.138
H 0.4854 -1.5992 0.9062 0.071
H -0.2699 1.4582 0.3991 0.140
H -2.2451 -0.9065 -0.0508 0.110
H -2.6350 0.7324 0.6750 0.104
H -0.9895 0.3166 2.3102 0.103
```

Calculated values
* SMILES: C[C@@H](O)[C@H]1CN1
* spin multiplicity: 1
* HOMO energy: -9.9 eV
* DFT total energy: -287.76122 hartree
* LUMO level: 1.02 eV
* frontier orbital gap: 10.903 eV
* energy relative to the best compared isomer or geometry (same formula, charge and spin): 44.70 kcal per mole